This record from the OMol25 dataset describes a structure of composition C19H31OPbSi. The level of theory is the ωB97M-V functional and the def2-TZVPD basis.

Values from the calculation:
Gap between HOMO and LUMO   5.7 eV
E_HOMO   -3.80 eV
LUMO   1.92 eV
Relative energy (zero: lowest compared OMol25 entry of this formula, charge and spin)   1.1 kcal per mole

```
! wB97M-V def2-TZVPD RIJCOSX def2/J DEFGRID3
* xyz -1 1
Pb 0.082 0.443 0.073
C -2.074 2.061 1.662
C -2.836 1.217 0.777
C -2.887 -0.070 1.343
H -3.358 1.549 -0.121
C -2.154 -0.043 2.576
C -1.653 1.262 2.759
H -1.109 1.628 3.635
H -1.938 3.146 1.550
H -3.459 -0.920 0.960
H -2.068 -0.881 3.279
C 3.192 0.459 1.096
C 2.565 0.943 2.268
C 1.977 -0.171 2.944
H 2.604 1.979 2.646
C 2.250 -1.334 2.185
C 2.995 -0.944 1.032
H 3.418 -1.623 0.277
H 3.816 1.058 0.398
H 1.485 -0.135 3.907
H 2.023 -2.353 2.473
O -1.279 -0.367 -2.302
C -0.573 -4.621 0.228
C -1.173 -3.994 -0.869
C -1.183 -4.067 1.504
C 0.944 -4.604 0.048
C -1.415 -1.644 -2.153
H -2.250 -3.859 -0.918
H -0.762 -4.324 -1.837
H -0.810 -2.488 -2.751
H -2.472 -1.989 -1.855
H -1.590 -4.818 2.139
H -1.922 -3.307 1.235
H -0.414 -3.428 1.970
H 1.416 -5.576 0.079
H 1.319 -3.889 0.798
H 1.223 -4.069 -0.867
C -1.271 3.598 -1.908
Si 0.515 3.041 -1.887
C 1.379 3.539 -3.468
C 1.418 3.492 -0.339
C 0.422 1.223 -2.059
H -1.307 4.692 -2.079
H -1.831 3.385 -0.978
H -1.830 3.118 -2.740
H 1.400 4.630 -3.585
H 2.417 3.169 -3.486
H 0.868 3.116 -4.355
H 0.852 3.305 0.601
H 2.400 2.975 -0.253
H 1.619 4.586 -0.390
H -0.269 1.320 -2.938
H 1.286 0.586 -2.307
*
```